DFT (wB97M-V/def2-TZVPD) results for the molecule C3H5N3O in a non-equilibrium geometry.

Structure (SMILES)   COc1ncn[nH]1
2S+1   1
Energy above the lowest of the compared OMol25 structures with the same formula, charge and spin   3.262 eV
HOMO energy   -9.3 eV
HOMO-LUMO gap   0.37076 Eh

```
12
C3H5N3O | OMol25 | wB97M-V/def2-TZVPD
C -1.984 0.181 0.082
O -1.010 -0.863 -0.322
C 0.221 -0.492 -0.062
N 0.506 0.796 -0.130
C 1.868 0.815 -0.112
N 2.396 -0.385 -0.007
N 1.317 -1.187 -0.086
H -3.028 -0.166 0.399
H -2.402 0.799 -0.931
H -1.536 0.769 0.993
H 2.176 1.903 -0.217
H 1.477 -2.168 0.393
```